i) {
  "formula": "C3H9IN",
  "method": "wB97M-V/def2-TZVPD",
  "total_charge": 1,
  "homo_lumo_gap_ha": [0.3137, 0.3112],
  "lumo_energy_ev": [-4.293, -4.234],
  "species": ["C", "C", "C", "N", "I", "H", "H", "H", "H", "H", "H", "H", "H", "H"],
  "xyz": [[0.88, -0.81, 0.25], [0.90, 0.46, -0.49], [-1.51, -1.63, 0.19], [0.41, 1.66, 0.24], [-2.60, 0.15, -0.17], [1.38, -1.70, -0.03], [0.97, -0.74, 1.26], [1.76, 0.65, -1.06], [0.25, 0.53, -1.38], [-1.91, -2.08, 1.04], [-1.39, -2.15, -0.75], [0.77, 1.68, 1.18], [-0.67, 1.73, 0.15], [0.77, 2.27, -0.43]]
}

ii) {
  "formula": "C3H9IN",
  "method": "wB97M-V/def2-TZVPD",
  "total_charge": 1,
  "homo_lumo_gap_ha": 0.3505,
  "lumo_energy_ev": -3.836,
  "species": ["C", "C", "C", "N", "I", "H", "H", "H", "H", "H", "H", "H", "H", "H"],
  "xyz": [[-0.33, 2.12, 0.21], [1.33, -1.42, -0.19], [-0.78, 0.12, -0.56], [-0.07, -1.01, 0.28], [-2.79, 0.06, 0.07], [0.74, 2.21, 0.36], [-0.98, 2.74, -0.42], [-0.86, 2.11, 1.16], [1.21, -1.57, -1.25], [2.13, -0.64, 0.02], [1.63, -2.41, 0.41], [-0.49, 0.14, -1.65], [-0.58, -1.90, 0.25], [-0.16, -0.56, 1.32]]
}

Least stable of them? i).